[1]
ORCA calculation (the ωB97M-V functional and the def2-TZVPD basis) on a cluster of 6 separate species, C24H30F18O12 in total at a distorted geometry.

The geometry in XYZ format:
```
84
Properties=species:S:1:pos:R:3
C -0.545 0.728 1.517
C -0.789 -0.297 0.399
O -0.315 0.093 -0.890
C 0.938 -0.249 -1.276
O 1.607 -1.094 -0.686
C 1.364 0.314 -2.658
F 1.447 -0.848 -3.313
F 0.418 1.071 -3.220
F 2.511 0.980 -2.745
H 0.291 0.478 2.170
H -1.461 0.737 2.109
H -0.532 1.757 1.157
H -1.844 -0.394 0.140
H -0.550 -1.318 0.696
C -0.086 2.061 8.887
C -0.280 3.039 7.788
O -0.682 2.245 6.631
C -2.046 2.087 6.505
O -2.838 2.457 7.343
C -2.474 1.536 5.141
F -1.567 0.696 4.708
F -3.641 0.919 5.205
F -2.545 2.555 4.264
H 0.677 2.457 9.557
H 0.366 1.102 8.635
H -1.031 1.848 9.387
H 0.710 3.360 7.463
H -0.821 3.954 8.030
C -1.163 2.044 -8.750
C -0.591 0.633 -9.029
O -0.456 -0.055 -7.787
C -0.249 -1.438 -7.799
O -0.142 -2.131 -8.818
C -0.081 -1.999 -6.362
F -0.568 -3.262 -6.314
F 1.206 -1.968 -6.086
F -0.641 -1.229 -5.315
H -2.103 1.902 -8.217
H -1.433 2.479 -9.712
H -0.474 2.568 -8.087
H 0.354 0.692 -9.569
H -1.263 0.146 -9.735
C 1.012 -1.975 6.862
C -0.243 -1.416 6.321
O -0.465 -1.724 4.984
C -0.910 -2.960 4.718
O -1.093 -3.820 5.570
C -0.952 -3.335 3.169
F 0.196 -2.836 2.594
F -1.183 -4.612 2.934
F -1.984 -2.720 2.698
H 1.176 -3.029 6.639
H 1.031 -1.802 7.939
H 1.816 -1.386 6.422
H -0.317 -0.345 6.510
H -1.095 -1.839 6.853
C -1.714 4.724 -1.605
C -0.483 3.903 -1.144
O 0.731 4.527 -1.726
C 1.972 3.933 -1.463
O 2.130 2.904 -0.798
C 3.113 4.719 -2.119
F 3.581 4.111 -3.193
F 2.773 5.961 -2.506
F 4.097 4.824 -1.210
H -1.572 5.741 -1.239
H -2.659 4.312 -1.251
H -1.977 4.745 -2.663
H -0.591 2.867 -1.466
H -0.447 3.822 -0.058
C 3.023 -3.628 -3.157
C 2.433 -4.509 -2.204
O 1.131 -4.160 -1.805
C -0.027 -4.616 -2.400
O -0.108 -5.558 -3.220
C -1.284 -3.962 -1.784
F -2.167 -3.500 -2.702
F -1.845 -4.895 -1.094
F -0.943 -2.989 -0.907
H 3.187 -2.690 -2.626
H 2.397 -3.564 -4.047
H 4.071 -3.860 -3.347
H 3.144 -4.453 -1.381
H 2.367 -5.567 -2.458
```

The calculation puts the orbital gap at 11.39 eV. For the LUMO energy, the calculation gives 0.015 Ha. As for the relative energy (zero: lowest compared OMol25 entry of this formula, charge and spin): 84.4 kcal per mole. The SMILES is CCOC(=O)C(F)(F)F.CCOC(=O)C(F)(F)F.CCOC(=O)C(F)(F)F.CCOC(=O)C(F)(F)F.CCOC(=O)C(F)(F)F.CCOC(=O)C(F)(F)F. Its total energy is -98858.08268 eV.



[2]
ORCA calculation (the ωB97M-V functional and the def2-TZVPD basis) on a cluster of 6 separate species, C24H30F18O12 in total at a distorted geometry.

The geometry in XYZ format:
```
84
Properties=species:S:1:pos:R:3
C -0.540 -3.759 2.517
C -1.577 -3.892 3.603
O -2.861 -3.543 3.119
C -3.117 -2.288 2.768
O -2.409 -1.371 3.089
C -4.483 -1.999 2.104
F -4.369 -1.125 1.121
F -5.050 -3.151 1.700
F -5.307 -1.517 3.036
H -0.794 -4.266 1.587
H 0.457 -4.106 2.786
H -0.445 -2.703 2.255
H -1.341 -3.335 4.509
H -1.638 -4.970 3.753
C 1.311 3.623 2.717
C 1.644 2.310 2.000
O 0.559 1.767 1.265
C 0.857 0.684 0.504
O 1.881 0.080 0.599
C -0.351 0.083 -0.239
F 0.022 -0.620 -1.300
F -0.952 -0.743 0.640
F -1.245 1.002 -0.564
H 0.442 3.534 3.368
H 1.112 4.448 2.031
H 2.184 3.904 3.305
H 1.969 1.526 2.688
H 2.469 2.490 1.307
C 0.846 -4.363 -2.185
C -0.201 -3.827 -3.174
O -1.417 -3.382 -2.510
C -2.213 -4.344 -2.045
O -2.155 -5.498 -2.383
C -3.083 -3.873 -0.881
F -4.386 -4.028 -1.137
F -2.763 -4.587 0.197
F -2.917 -2.575 -0.615
H 0.493 -5.192 -1.574
H 1.040 -3.538 -1.498
H 1.737 -4.633 -2.749
H -0.524 -4.566 -3.909
H 0.167 -3.014 -3.796
C 5.700 1.688 0.435
C 6.166 0.840 -0.758
O 5.265 -0.233 -0.889
C 5.545 -1.165 -1.833
O 6.467 -1.105 -2.582
C 4.520 -2.323 -1.855
F 3.544 -2.188 -0.984
F 3.992 -2.366 -3.083
F 5.160 -3.489 -1.660
H 6.079 2.706 0.444
H 5.833 1.172 1.385
H 4.614 1.772 0.337
H 7.218 0.576 -0.617
H 6.268 1.447 -1.661
C -8.097 -0.513 0.490
C -7.274 -1.239 -0.550
O -6.272 -0.345 -0.981
C -5.425 -0.692 -1.946
O -5.606 -1.658 -2.632
C -4.259 0.302 -2.125
F -3.119 -0.347 -2.306
F -4.485 0.955 -3.278
F -4.175 1.215 -1.156
H -7.524 -0.189 1.360
H -8.999 -1.059 0.768
H -8.521 0.436 0.148
H -7.879 -1.506 -1.419
H -6.838 -2.131 -0.097
C 5.220 5.206 1.268
C 3.729 5.318 0.923
O 3.554 6.160 -0.225
C 2.344 6.410 -0.678
O 1.321 5.975 -0.211
C 2.377 7.349 -1.898
F 3.109 6.785 -2.852
F 1.120 7.572 -2.264
F 2.899 8.528 -1.552
H 5.722 6.116 1.591
H 5.747 4.908 0.360
H 5.421 4.448 2.025
H 3.225 5.668 1.825
H 3.263 4.355 0.719
```

The calculation puts the orbital gap at 11.38 eV. For the LUMO energy, the calculation gives 0.012 Ha. As for the relative energy (zero: lowest compared OMol25 entry of this formula, charge and spin): 30.4 kcal per mole. The SMILES is CCOC(=O)C(F)(F)F.CCOC(=O)C(F)(F)F.CCOC(=O)C(F)(F)F.CCOC(=O)C(F)(F)F.CCOC(=O)C(F)(F)F.CCOC(=O)C(F)(F)F. Its total energy is -98860.42170 eV.



[3]
ORCA calculation (the ωB97M-V functional and the def2-TZVPD basis) on a cluster of 2 separate species, C24H30F2NO3 in total at a distorted geometry.

The geometry in XYZ format:
```
60
Properties=species:S:1:pos:R:3
C 3.354 0.953 -3.062
C 2.775 0.433 -1.815
C 3.594 0.495 -0.589
N 2.149 -0.805 -1.944
O 2.043 -1.520 -0.903
O 1.636 -1.134 -3.047
H 3.849 1.908 -2.868
H 4.120 0.263 -3.451
H 2.604 1.106 -3.843
H 4.071 1.477 -0.507
H 2.996 0.297 0.309
H 4.395 -0.259 -0.649
C -2.031 1.285 4.343
C -0.716 1.564 3.601
C -0.556 3.080 3.506
C 0.432 1.013 4.457
C -0.678 0.892 2.211
C -0.237 1.533 1.081
C -0.151 0.883 -0.188
C 0.418 1.486 -1.357
C -0.186 1.335 -2.634
C -1.395 0.605 -2.890
C -1.696 0.216 -4.190
F -2.761 -0.640 -4.389
C -0.941 0.606 -5.292
C 0.114 1.494 -5.034
F 0.920 1.857 -6.088
C 0.431 1.932 -3.766
C -0.641 -0.450 -0.274
C -0.982 -1.204 0.811
C -1.214 -2.728 0.690
C -0.047 -3.453 1.374
C -1.260 -3.166 -0.774
C -2.524 -3.129 1.370
C -0.962 -0.552 2.131
O -1.124 -1.231 3.169
H -2.166 0.208 4.475
H -1.997 1.762 5.331
H -2.880 1.693 3.785
H 0.403 3.353 3.056
H -1.375 3.523 2.926
H -0.586 3.509 4.517
H 1.393 1.200 3.965
H 0.432 1.507 5.436
H 0.303 -0.064 4.596
H -0.007 2.605 1.097
H 1.085 2.344 -1.238
H -2.074 0.327 -2.080
H -1.150 0.236 -6.292
H 1.213 2.671 -3.606
H -0.743 -0.892 -1.266
H -0.020 -3.184 2.435
H -0.173 -4.538 1.276
H 0.897 -3.156 0.902
H -2.054 -2.638 -1.317
H -0.295 -2.993 -1.266
H -1.479 -4.239 -0.830
H -3.363 -2.610 0.895
H -2.677 -4.211 1.277
H -2.486 -2.858 2.428
```

The calculation puts the orbital gap at 5.40 eV. For the LUMO energy, the calculation gives 0.061 Ha. The net charge is -1. Its total energy is -38440.11218 eV.



[4]
ORCA calculation (the ωB97M-V functional and the def2-TZVPD basis) on a structure of composition C24H30MoNO5Se at a distorted geometry.

The geometry in XYZ format:
```
62
Properties=species:S:1:pos:R:3
C -3.547 -0.182 -1.081
C -2.039 -0.162 -1.388
C -3.583 -0.830 0.327
C -2.432 -1.836 0.352
H -4.549 -1.283 0.520
H -3.431 -0.039 1.058
C -1.524 -1.490 -0.848
H -1.606 0.676 -0.844
H -1.811 -0.015 -2.440
C -0.111 -1.503 -0.265
H -1.622 -2.261 -1.610
H -2.834 -2.836 0.220
C -1.476 -1.862 1.568
C -4.160 1.199 -0.963
C -4.273 -1.086 -2.085
O -5.094 -1.902 -1.750
O -3.553 2.229 -0.787
O -5.507 1.117 -0.996
O -3.918 -1.051 -3.393
C -4.370 -0.056 -4.317
H -3.578 0.606 -4.655
H -5.174 0.529 -3.876
H -4.757 -0.606 -5.169
C -6.206 2.364 -1.158
H -5.944 3.053 -0.359
H -7.260 2.114 -1.114
H -5.960 2.819 -2.114
O -0.203 -2.197 0.972
H 0.260 -0.481 -0.117
H 0.611 -2.033 -0.882
C -1.810 -2.974 2.541
C -1.347 -0.534 2.305
H -2.240 -0.310 2.887
H -1.170 0.304 1.634
H -0.507 -0.595 2.993
H -1.147 -2.948 3.404
H -1.705 -3.943 2.058
H -2.835 -2.874 2.895
Mo 3.874 0.503 0.954
C 5.636 -0.997 0.575
C 4.432 -1.679 0.289
C 3.826 -1.059 -0.823
H 4.016 -2.489 0.860
C 4.658 -0.002 -1.235
C 5.779 0.031 -0.379
H 6.589 0.737 -0.423
H 6.324 -1.227 1.371
H 2.875 -1.325 -1.254
H 4.459 0.681 -2.044
C 3.795 2.307 2.508
C 4.964 2.442 1.732
C 4.565 2.677 0.397
H 5.977 2.384 2.092
C 3.153 2.650 0.343
C 2.684 2.437 1.657
H 1.656 2.312 1.948
H 3.755 2.068 3.557
H 5.222 2.831 -0.440
H 2.547 2.791 -0.535
Se 8.758 1.137 2.156
C 7.068 0.918 1.740
N 5.801 0.753 1.428
```

The calculation puts the orbital gap (spin up / spin down) at 3.11 / 4.10 eV. For the LUMO energy (spin up / spin down), the calculation gives 0.069 / 0.069 Ha. As for the relative energy (zero: lowest compared OMol25 entry of this formula, charge and spin): 165.8 kcal per mole. The net charge is -1. Its spin multiplicity is 3. Its total energy is -104296.18914 eV.